This record from the Open Molecules 2025 dataset describes an isolated molecule of C5H7IO3 in a non-equilibrium geometry. The level of theory is ωB97M-V with the def2-TZVPD basis set.

CARTESIAN COORDINATES (ANGSTROEM)
C: -0.962 -1.856 -0.173
C: -0.560 -1.157 1.134
C: 1.093 2.280 0.021
C: 0.700 -0.398 -0.452
C: 0.199 1.262 -0.617
O: -0.252 -1.153 -1.140
O: 0.747 -0.776 0.826
O: -0.117 1.934 0.541
I: -0.874 1.745 -2.352
H: -0.467 -2.880 -0.233
H: -2.091 -1.928 -0.345
H: -1.380 -0.318 1.228
H: -0.573 -1.628 2.048
H: 1.890 2.066 0.636
H: 0.997 3.266 -0.291
H: 1.651 -0.460 -0.832

The orbital gap comes out at 9.879 eV. For the lowest unoccupied orbital energy, the calculation gives 0.651 eV. Its structure (SMILES) is I[C@@]1(C2OCCO2)CO1.


This record from the Open Molecules 2025 dataset describes the ion C3H3N2O with charge +1 in a non-equilibrium geometry. The level of theory is ωB97M-V with the def2-TZVPD basis set.

CARTESIAN COORDINATES (ANGSTROEM)
C: 0.443 -0.675 2.251
C: -1.229 -0.301 0.037
C: 0.350 0.825 -1.134
N: -0.360 -0.531 1.226
N: -0.594 -0.115 -1.190
O: 1.052 -1.007 3.152
H: 0.568 1.244 -2.127
H: 0.936 1.103 -0.292
H: -1.167 -0.542 -1.922

The orbital gap (alpha / beta) comes out at 7.545 / 7.541 eV. For the lowest unoccupied orbital energy (alpha / beta), the calculation gives -7.117 / -7.119 eV. As for the total charge: +1.


This record from the Open Molecules 2025 dataset describes a cluster of 2 separate species, C18H24N7O8 in total in a non-equilibrium geometry. The level of theory is ωB97M-V with the def2-TZVPD basis set.

CARTESIAN COORDINATES (ANGSTROEM)
O: -3.692 5.957 1.946
O: 0.885 1.196 -1.481
O: -1.496 -1.699 -2.179
O: -3.279 1.961 -1.974
O: 0.393 3.206 -0.669
N: 4.708 -4.071 -1.326
N: 6.421 -1.904 1.208
N: 4.123 -1.405 0.945
O: -1.762 -3.893 1.490
O: 1.414 -0.865 -2.749
O: 0.743 -3.002 0.130
C: -2.967 5.270 1.240
C: 0.242 1.965 -0.728
C: -0.503 -1.920 -1.491
C: -3.549 2.173 -0.800
C: 3.425 -3.824 -1.512
C: 5.320 -1.201 1.498
C: 6.280 -2.817 0.274
C: 4.038 -2.357 0.023
C: 5.098 -3.129 -0.362
N: 7.406 -3.514 0.019
N: -4.688 1.646 -0.325
N: 2.966 -2.795 -0.704
N: -3.364 4.053 0.878
C: -1.632 5.813 0.771
C: -5.284 1.739 1.009
C: -1.667 -3.518 0.109
C: -0.763 1.292 0.218
C: -0.576 -2.463 -0.070
C: 0.931 -2.000 -2.000
C: 1.633 -2.187 -0.649
C: -1.699 2.253 0.962
C: -2.629 3.081 0.050
H: -2.400 -4.615 1.612
H: 1.223 0.013 -2.267
H: 2.802 -4.371 -2.213
H: 5.399 -0.422 2.250
H: 7.208 -4.406 -0.420
H: 8.053 -3.474 0.793
H: -5.176 1.090 -1.010
H: -4.271 3.784 1.211
H: -0.829 5.141 1.071
H: -1.633 5.893 -0.315
H: -1.467 6.793 1.212
H: -4.519 1.660 1.782
H: -5.996 0.924 1.146
H: -5.816 2.686 1.114
H: -1.434 -4.392 -0.508
H: -2.629 -3.113 -0.225
H: -1.370 0.578 -0.340
H: -0.206 0.724 0.967
H: -0.759 -1.637 0.624
H: 1.027 -2.898 -2.611
H: 1.728 -1.200 -0.176
H: -2.309 1.662 1.644
H: -1.093 2.920 1.576
H: -2.007 3.620 -0.665

The orbital gap comes out at 7.870 eV. For the lowest unoccupied orbital energy, the calculation gives 2.284 eV. As for the total charge: -1.


This record from the Open Molecules 2025 dataset describes a cluster of 2 separate species, C2H6OS2 in total in a non-equilibrium geometry. The level of theory is ωB97M-V with the def2-TZVPD basis set.

CARTESIAN COORDINATES (ANGSTROEM)
O: -1.656 0.289 -2.669
C: -2.533 0.937 -2.186
H: -3.021 0.819 -1.202
H: -2.883 1.846 -2.705
C: 0.972 -1.133 -0.594
S: 0.146 0.067 0.505
S: 1.303 -0.141 2.185
H: 1.658 -0.561 -1.221
H: 0.165 -1.587 -1.158
H: 1.631 -1.862 -0.126
H: 1.404 1.165 2.456

The orbital gap comes out at 8.967 eV. For the lowest unoccupied orbital energy, the calculation gives 0.707 eV. Its structure (SMILES) is C=O.CSS.


This record from the Open Molecules 2025 dataset describes an isolated molecule of C4H10O2. The level of theory is ωB97M-V with the def2-TZVPD basis set.

CARTESIAN COORDINATES (ANGSTROEM)
C: 0.780 -0.829 -1.271
C: 0.329 -0.175 0.041
C: -0.736 -1.005 0.762
O: 1.485 -0.078 0.867
C: -0.201 1.237 -0.243
O: -0.597 1.909 0.943
H: 0.383 -0.299 -2.145
H: 1.870 -0.806 -1.328
H: 0.455 -1.871 -1.340
H: -1.531 -1.328 0.079
H: -0.267 -1.891 1.201
H: -1.188 -0.428 1.577
H: 1.211 0.378 1.675
H: 0.605 1.833 -0.684
H: -1.029 1.188 -0.967
H: -1.527 1.711 1.100

The orbital gap comes out at 10.690 eV. For the lowest unoccupied orbital energy, the calculation gives 0.747 eV. Its structure (SMILES) is CC(C)(O)CO.


E (computed, eV): -19538.1041; -8174.3618; -45869.2812; -25888.0026; -8404.9618
ΔE to the lowest compared entry with this formula, charge and spin (computed, kcal/mol): 78.6; 104.9; 8.5; 16.0; 13.5